Formula: C21H24CoN2OP2S
Source: the Open Molecules 2025 dataset
Level of theory: wB97M-V/def2-TZVPD

Each line ends with the natural charge from an NBO analysis.
Atoms and positions in Å:
1 C -1.2293 3.5340 -0.9975  -0.25
2 C -1.2355 2.1285 -1.0115  0.02
3 C -0.1007 1.4205 -1.4668  0.08
4 C 0.8444 2.1889 -2.2405  0.02
5 C 0.9949 3.4993 -2.1289  -0.24
6 C -0.0955 4.2589 -1.5714  -0.12
7 C 1.8381 1.1904 -3.0898  -0.39
8 C 2.3887 0.0551 -2.1702  -0.02
9 C 1.3496 -0.5138 -1.4173  0.10
10 C 1.5355 -1.8920 -0.9945  0.03
11 C 2.8094 -2.3604 -0.9095  -0.27
12 C 3.8749 -1.6687 -1.4658  -0.11
13 C 3.6990 -0.3486 -2.0961  -0.21
14 H -2.1374 4.0081 -0.6990  0.23
15 H 1.8020 4.2148 -2.6473  0.26
16 H -0.1957 5.4863 -1.5719  0.25
17 H 2.7610 1.8278 -4.0884  0.25
18 H 2.9980 -3.3822 -0.5508  0.23
19 H 4.9552 -2.0861 -1.3953  0.24
20 H 4.5449 0.0977 -2.6396  0.25
21 N 0.1024 0.0583 -1.1541  -0.49
22 Co -0.4842 -0.3263 1.1185  0.55
23 C -2.3463 1.1671 -0.6508  -0.75
24 H -2.1277 0.2825 -1.2052  0.25
25 H -3.2934 1.5753 -0.9167  0.25
26 C 0.2420 -2.6131 -0.7692  -0.74
27 H -0.5379 -2.1277 -1.3054  0.26
28 H 0.2771 -3.6703 -0.9563  0.25
29 P -2.1700 0.7607 1.1339  0.99
30 P -0.1991 -2.3526 1.0102  0.97
31 C 1.1962 -3.1099 1.8739  -0.96
32 H 1.0896 -2.8895 2.9455  0.27
33 H 1.1785 -4.1909 1.6840  0.25
34 H 2.1240 -2.6662 1.4879  0.26
35 C -1.6508 -3.4584 1.2940  -0.93
36 H -1.3638 -4.4758 0.9459  0.25
37 H -1.8688 -3.4471 2.3779  0.26
38 H -2.5163 -3.0653 0.7123  0.25
39 C -2.1190 2.4027 1.9077  -0.95
40 H -3.0094 2.9832 1.6376  0.25
41 H -2.0667 2.2403 2.9913  0.27
42 H -1.2184 2.9472 1.5798  0.27
43 C -3.7671 0.0717 1.5145  -0.96
44 H -3.8944 0.0872 2.5949  0.27
45 H -4.5624 0.6555 1.0398  0.26
46 H -3.8112 -0.9575 1.1619  0.25
47 C 1.0063 0.5806 1.0397  0.51
48 O 1.9998 1.1796 0.9801  -0.43
49 H 1.0216 0.6815 -3.5593  0.22
50 S -0.7597 -0.5819 3.5547  -0.16
51 C 0.5937 0.0763 4.2589  -0.01
52 N 1.5340 0.5245 4.8243  -0.30

Output
total charge	+1
frontier orbital gap (spin up / spin down)	0.3024 / 0.2140	Eh
relative energy (zero: lowest compared OMol25 entry of this formula, charge and spin)	5.344	eV
spin multiplicity	5
LUMO (spin up / spin down)	-0.095 / -0.210	hartree